A structure of composition C36H49AsN6O5SSi2Ti, computed with ωB97M-V/def2-TZVPD.

Geometry as XYZ:
```
101
C36H49AsN6O5SSi2Ti ωB97M-V/def2-TZVPD
Ti -0.4714 0.1489 0.0893
C 3.1431 3.1325 1.6820
C 2.5400 1.8972 1.3685
N 1.2507 1.6916 1.4528
C 0.4458 2.7155 1.8485
C 0.9481 3.9940 2.1466
C 2.3472 4.1716 2.0636
C 0.0510 5.0428 2.4830
C -1.2875 4.7859 2.4850
C -1.8028 3.4948 2.2259
C -0.9670 2.4296 1.9510
N -1.3112 1.1280 1.7111
C -2.4767 0.4971 2.1423
C -3.4628 0.9659 3.0028
C -4.5879 0.1844 3.2931
C -4.7250 -1.0699 2.7364
C -3.7091 -1.5940 1.9296
C -3.7517 -2.9481 1.3801
C -2.7953 -3.3809 0.5625
C -1.6772 -2.4714 0.1323
N -1.4586 -1.3169 0.9902
C -2.5653 -0.8416 1.6667
H 4.2166 3.2402 1.5988
H 3.1467 1.0569 1.0426
H 2.7700 5.1437 2.2938
H 0.4392 6.0282 2.7103
H -1.9858 5.5907 2.6845
H -2.8723 3.3543 2.2040
H -3.3652 1.9356 3.4662
H -5.3564 0.5785 3.9469
H -5.6067 -1.6707 2.9334
H -4.5795 -3.5921 1.6603
H -2.8272 -4.3764 0.1342
H -0.7451 -3.0374 0.0184
N -1.5498 -0.6401 -1.4435
C -1.9401 -1.8215 -1.2720
C -2.6918 -2.6298 -2.2892
C -4.0772 -2.5064 -2.3592
C -4.8148 -3.3120 -3.2138
C -4.1766 -4.2574 -4.0074
C -2.7963 -4.3854 -3.9434
C -2.0588 -3.5794 -3.0838
H -4.5718 -1.7766 -1.7291
H -5.8923 -3.2078 -3.2562
H -4.7520 -4.8928 -4.6693
H -2.2893 -5.1164 -4.5617
H -0.9831 -3.6883 -3.0301
C -1.6579 2.3295 -1.4461
O -0.5158 1.7242 -0.8936
H -1.4107 3.3362 -1.8006
H -2.4541 2.4124 -0.6976
H -2.0395 1.7340 -2.2820
C 3.6788 4.0038 -4.1882
Si 2.2115 3.1757 -3.3592
C 1.8606 4.1293 -1.7806
C 0.7214 3.3986 -4.4774
As 1.8647 0.5888 -1.5801
Si 1.2847 -0.5145 -3.6853
C 1.3925 -2.3578 -3.3697
C -0.3625 -0.1710 -4.4882
C 2.6433 -0.1224 -4.9163
H 3.4383 5.0591 -4.3568
H 3.9183 3.5464 -5.1509
H 4.5724 3.9501 -3.5632
H 1.3666 5.0797 -2.0076
H 2.7828 4.3339 -1.2316
H 1.2068 3.5526 -1.1199
H 0.4738 4.4644 -4.5146
H -0.1492 2.8602 -4.0962
H 0.9121 3.0499 -5.4952
H 0.8742 -2.6226 -2.4442
H 2.4281 -2.6882 -3.2690
H 0.9364 -2.9038 -4.1995
H -1.1598 -0.1872 -3.7411
H -0.5570 -0.9517 -5.2293
H -0.3781 0.7970 -4.9953
H 3.6198 -0.1585 -4.4280
H 2.5272 0.8653 -5.3705
H 2.6299 -0.8716 -5.7133
O 3.9525 -1.0784 0.5011
S 3.5148 -1.7968 -0.8993
O 4.6424 -2.6171 -1.3205
O 1.0887 -0.5834 -0.4408
O 3.5398 -0.4439 -1.7474
N 3.6376 -2.8192 2.6655
C 2.6059 -3.8262 2.3896
C 1.2994 -3.1210 2.0276
N 0.8591 -2.2093 3.0811
C 1.9174 -1.2530 3.3914
C 3.2314 -1.9346 3.7624
H 4.0491 -1.7824 1.1906
H 4.5254 -3.2608 2.8652
H 2.4278 -4.4674 3.2680
H 2.9474 -4.4547 1.5640
H 0.5137 -3.8563 1.8454
H 1.4483 -2.5321 1.1182
H 0.6175 -2.7387 3.9131
H 1.5857 -0.6068 4.2059
H 2.0699 -0.6343 2.5047
H 3.0841 -2.5002 4.6971
H 4.0210 -1.1981 3.9302
```

Calculated values
- orbital gap (alpha / beta) (eV) = 6.324 / 5.512
- E_LUMO (alpha / beta) (Eh) = 0.092 / 0.062
- multiplicity = 2
- DFT total energy (a.u.) = -6168.563855
- energy above the lowest of the compared OMol25 structures with the same formula, charge and spin (eV) = 0.0000
- ⟨S²⟩ = 0.753
- HOMO level (alpha / beta) (eV) = -3.826 / -3.825
- total charge = -1